C7H12 | the ωB97M-V functional and the def2-TZVPD basis

The geometry in XYZ format:
```
19
C7H12 | the Open Molecules 2025 dataset | the ωB97M-V functional and the def2-TZVPD basis
C 1.026 1.913 -0.311
C -0.365 1.319 -0.451
C -1.016 0.002 -0.909
C -0.654 -1.475 -0.910
C 0.406 -1.661 0.169
C 0.042 -0.574 1.216
C -0.963 0.380 0.549
H 1.361 2.389 -1.239
H 0.968 2.709 0.448
H 1.801 1.214 0.014
H -1.052 2.108 -0.763
H -1.919 0.216 -1.476
H -1.586 -1.911 -0.511
H -0.451 -1.960 -1.869
H 0.370 -2.669 0.598
H 1.414 -1.524 -0.240
H 0.942 -0.046 1.556
H -0.409 -1.021 2.105
H -1.899 0.541 1.071
```

E_HOMO (eV): -9.5
Relative energy (zero: lowest compared OMol25 entry of this formula, charge and spin) (kcal per mole): 26.7
LUMO (eV): 1.113